Entry 1:
Density functional theory data (wB97M-V/def2-TZVPD) for the molecule C3H6O2 in a non-equilibrium geometry.

Values from the calculation:
Relative energy (zero: lowest compared OMol25 entry of this formula, charge and spin) ... 73.8 kcal per mole
Lowest unoccupied orbital energy ... 0.76 eV
F_max ... 4.3 eV/A
E_tot ... -268.28755 hartree
Highest occupied orbital energy ... -0.3334 Ha
SMILES ... O=CCCO
Orbital gap ... 9.83 eV

CARTESIAN COORDINATES (ANGSTROEM)
C1 0.42 -0.57 0.14
C2 1.44 0.61 0.07
H1 -1.21 0.37 1.16
H2 0.62 -1.14 -0.78
H3 -2.29 0.82 -0.81
C3 -1.05 -0.23 0.25
O1 2.39 0.43 -0.70
H4 0.71 -1.22 0.98
H5 -1.65 -1.15 0.34
H6 2.00 1.56 0.26
O2 -1.39 0.50 -0.91

Löwdin analysis output, partial charges in e: C -0.13; C -0.19; H 0.12; H 0.13; H 0.09; C -0.29; O -0.03; H 0.12; H 0.12; H 0.14; O -0.06

=====

Entry 2:
Density functional theory data (wB97M-V/def2-TZVPD) for the molecule C4H12N2O2Si in a non-equilibrium geometry.

Values from the calculation:
Relative energy (zero: lowest compared OMol25 entry of this formula, charge and spin) ... 149.0 kcal per mole
Lowest unoccupied orbital energy ... 0.75 eV
F_max ... 4.4 eV/A
E_tot ... -708.97158 hartree
Highest occupied orbital energy ... -0.3703 Ha
SMILES ... C/N=[N+](/[O-])O[Si](C)(C)C
Orbital gap ... 10.82 eV

CARTESIAN COORDINATES (ANGSTROEM)
H1 1.68 2.79 0.10
H2 1.51 -1.89 0.17
Si1 0.48 0.46 -0.03
H3 2.41 -0.70 1.11
O1 -0.99 -0.07 0.43
C1 0.72 2.30 0.50
N1 -3.21 -0.07 -0.10
H4 -2.29 -1.76 0.76
H5 -3.60 -1.98 -0.72
C2 1.45 -1.01 0.82
H6 -0.14 2.89 0.20
O2 -2.14 1.70 -0.52
H7 1.86 0.58 -2.37
N2 -2.24 0.59 -0.09
H8 0.70 -0.88 -2.12
H9 0.84 2.19 1.56
C3 0.87 0.30 -1.90
H10 -4.24 -1.64 0.93
C4 -3.30 -1.41 0.27
H11 0.88 -1.38 1.78
H12 0.11 0.79 -2.49

Löwdin analysis output, partial charges in e: H 0.05; H 0.03; Si 0.47; H -0.02; O -0.17; C -0.16; N 0.03; H 0.11; H 0.12; C -0.16; H 0.01; O 0.04; H 0.04; N -0.34; H 0.07; H 0.00; C -0.19; H 0.10; C -0.11; H 0.07; H 0.00

=====

Entry 3:
Density functional theory data (wB97M-V/def2-TZVPD) for the molecule C6H9N.

Values from the calculation:
Relative energy (zero: lowest compared OMol25 entry of this formula, charge and spin) ... 27.5 kcal per mole
Lowest unoccupied orbital energy ... 1.01 eV
F_max ... 0.8 eV/A
E_tot ... -288.73823 hartree
Highest occupied orbital energy ... -0.2811 Ha
SMILES ... Cc1c[nH]c(C)c1
Orbital gap ... 8.66 eV

CARTESIAN COORDINATES (ANGSTROEM)
C1 -0.02 0.74 -0.81
C2 -0.34 -1.49 1.84
H1 1.94 -0.30 1.48
C3 1.25 0.47 -0.36
H2 0.12 0.42 -2.91
H3 -1.98 0.40 0.20
H4 -1.38 -1.76 2.03
H5 2.16 0.26 -0.90
N1 1.17 0.06 0.93
H6 -1.46 1.00 -2.37
H7 0.29 -1.74 2.70
C4 -0.14 -0.11 1.29
C5 -0.39 1.10 -2.22
C6 -0.90 0.41 0.25
H8 -0.09 2.12 -2.48
H9 0.01 -2.12 1.00

Löwdin analysis output, partial charges in e: C -0.29; C -0.05; H 0.15; C -0.08; H 0.08; H 0.11; H 0.07; H 0.12; N 0.03; H 0.07; H 0.07; C -0.33; C -0.06; C -0.03; H 0.07; H 0.09

=====

Entry 4:
Density functional theory data (wB97M-V/def2-TZVPD) for the molecule C4H4N6O2 in a non-equilibrium geometry.

Values from the calculation:
Relative energy (zero: lowest compared OMol25 entry of this formula, charge and spin) ... 4.2 kcal per mole
Lowest unoccupied orbital energy ... 0.34 eV
F_max ... 2.6 eV/A
E_tot ... -633.75785 hartree
Highest occupied orbital energy ... -0.3432 Ha
SMILES ... Nc1nc(-c2nonc2N)no1
Orbital gap ... 9.68 eV

CARTESIAN COORDINATES (ANGSTROEM)
C1 2.19 0.23 -1.30
N1 -1.99 0.16 -0.75
N2 0.89 0.37 -1.41
N3 -2.90 -0.28 1.32
N4 -0.77 -0.39 2.45
H1 2.88 0.82 -3.06
C2 0.43 0.07 -0.21
H2 -1.15 -0.88 3.24
N5 1.37 -0.20 0.71
H3 0.22 -0.58 2.19
O1 2.57 -0.11 -0.05
N6 3.17 0.30 -2.23
O2 -3.13 0.02 -0.07
C3 -1.59 -0.19 1.39
C4 -1.02 0.09 0.11
H4 4.13 0.50 -1.93

Löwdin analysis output, partial charges in e: C -0.43; N 0.13; N 0.19; N 0.14; N 0.14; H 0.12; C -0.29; H 0.10; N 0.11; H 0.08; O 0.04; N 0.18; O -0.09; C -0.38; C -0.16; H 0.13